Record 1
{
  "formula": "C18H58O18",
  "method": "ωB97M-V/def2-TZVPD",
  "symbols": ["O", "O", "O", "O", "O", "O", "O", "O", "O", "O", "O", "O", "O", "O", "O", "O", "O", "O", "C", "C", "C", "C", "C", "C", "C", "C", "C", "C", "C", "C", "C", "C", "C", "C", "C", "C", "H", "H", "H", "H", "H", "H", "H", "H", "H", "H", "H", "H", "H", "H", "H", "H", "H", "H", "H", "H", "H", "H", "H", "H", "H", "H", "H", "H", "H", "H", "H", "H", "H", "H", "H", "H", "H", "H", "H", "H", "H", "H", "H", "H", "H", "H", "H", "H", "H", "H", "H", "H", "H", "H", "H", "H", "H", "H"],
  "xyz": [[-2.18, 3.12, -2.50], [0.41, 1.27, 0.03], [0.62, 3.07, 2.36], [0.46, 5.82, 0.72], [-2.03, 0.30, 1.05], [5.04, 0.42, -0.37], [-1.65, 2.95, 0.66], [-2.29, -2.10, -1.51], [0.78, -1.68, -4.34], [1.85, 0.66, 4.22], [-4.52, -0.66, 0.39], [2.57, -0.60, -2.15], [2.89, 1.80, 1.30], [-0.32, -4.13, -1.57], [-2.24, -1.71, -4.34], [0.38, -1.71, 4.01], [1.35, -3.62, 2.62], [0.06, 1.07, -3.09], [2.20, -2.74, 1.87], [-0.78, -0.33, 1.30], [-0.70, 3.08, 2.92], [-3.12, -2.90, -2.41], [0.11, -0.13, 0.13], [1.58, -2.49, -3.42], [-2.20, 1.96, -3.30], [4.83, 0.24, 1.08], [-2.45, -3.01, -3.81], [-0.56, -5.20, -0.67], [-1.62, 3.69, 1.93], [-0.80, 1.79, -3.94], [0.93, -1.25, 5.21], [4.26, 1.51, 1.68], [-5.26, 0.47, -0.06], [2.83, -1.76, -2.93], [0.12, 5.85, -0.61], [1.01, 0.28, 5.23], [-0.78, 2.80, 0.27], [4.14, -0.59, 1.27], [-1.56, -5.21, -0.21], [-1.02, -1.41, 1.48], [-4.11, -2.41, -2.53], [-0.41, -0.50, -0.75], [1.20, 2.63, 3.03], [-0.25, 6.83, -0.88], [0.98, -2.69, -2.53], [0.84, 1.55, 0.84], [0.00, 0.57, 5.02], [-2.40, 2.99, -1.60], [1.06, -0.65, 0.20], [4.85, 2.41, 1.46], [0.39, -0.91, -3.85], [-0.82, -3.44, -1.11], [1.79, -4.50, 2.74], [1.39, 0.71, 6.14], [-1.37, 4.71, 1.64], [0.75, -2.58, 3.67], [0.83, 5.47, -1.36], [-1.49, -3.56, -3.71], [-1.03, 2.03, 3.07], [-0.68, 5.14, -0.79], [-2.86, -1.42, -1.11], [-3.20, -3.47, -4.44], [1.72, 0.18, 3.39], [-1.28, -1.66, -4.48], [3.18, -2.51, -2.24], [-0.47, 2.79, -4.18], [-0.46, 0.02, 2.27], [3.23, -2.66, 2.29], [-3.73, -0.35, 0.81], [-0.86, 1.19, -4.83], [1.75, -1.78, 2.00], [-2.50, 1.07, -2.80], [-2.89, 2.09, -4.14], [-4.84, 0.84, -0.96], [4.21, 1.51, 2.74], [-0.03, 1.35, -2.14], [2.86, 1.99, 0.37], [3.62, -1.66, -3.66], [5.80, 0.12, 1.50], [-1.95, 1.29, 1.10], [4.35, -0.05, -0.81], [0.34, -1.52, 6.11], [-0.77, 3.60, 3.89], [2.19, -3.04, 0.81], [-0.45, -6.18, -1.13], [-5.26, 1.25, 0.66], [0.09, -5.12, 0.23], [0.89, 4.98, 0.99], [-6.32, 0.13, -0.29], [-2.67, 3.47, 2.23], [1.92, -1.72, 5.30], [2.12, 0.00, -2.71], [-3.28, -3.97, -2.05], [1.70, -3.43, -3.94]],
  "smiles": "OCCO.OCCO.OCCO.OCCO.OCCO.OCCO.OCCO.CO.CO.CO.CO",
  "de_lowest_kcal_mol": 13.3,
  "e_lumo_ev": 0.1,
  "homo_ev": -9.61
}

---

Record 2
{
  "formula": "C40H80KN3O6Sb",
  "method": "ωB97M-V/def2-TZVPD",
  "symbols": ["Sb", "K", "O", "O", "O", "O", "O", "O", "N", "N", "N", "C", "C", "C", "C", "C", "C", "C", "C", "C", "C", "C", "C", "C", "C", "C", "C", "C", "C", "C", "C", "C", "C", "C", "C", "C", "C", "C", "C", "C", "C", "C", "C", "C", "C", "C", "C", "C", "C", "C", "C", "H", "H", "H", "H", "H", "H", "H", "H", "H", "H", "H", "H", "H", "H", "H", "H", "H", "H", "H", "H", "H", "H", "H", "H", "H", "H", "H", "H", "H", "H", "H", "H", "H", "H", "H", "H", "H", "H", "H", "H", "H", "H", "H", "H", "H", "H", "H", "H", "H", "H", "H", "H", "H", "H", "H", "H", "H", "H", "H", "H", "H", "H", "H", "H", "H", "H", "H", "H", "H", "H", "H", "H", "H", "H", "H", "H", "H", "H", "H", "H"],
  "xyz": [[3.05, -0.15, 3.42], [1.50, 0.46, -0.06], [0.44, -0.59, 1.73], [1.89, -1.31, -1.34], [5.69, 0.05, 1.81], [-0.20, 1.76, 0.70], [4.21, -1.51, 0.13], [-1.99, -1.21, 0.36], [4.33, 1.78, -1.53], [1.11, 1.48, -2.25], [2.36, 3.12, 1.39], [-2.74, -3.02, -5.10], [-4.74, 4.11, -2.74], [-6.21, 2.52, -1.54], [-3.67, -4.09, -3.06], [1.31, -0.31, 4.77], [-1.17, -3.17, -1.96], [-1.26, 2.08, -1.37], [-2.92, 1.71, 2.13], [-3.67, 2.24, -1.54], [0.00, -0.79, -2.63], [0.71, 0.42, -3.18], [4.74, 3.16, -1.43], [0.06, 2.47, -2.00], [-1.81, -2.37, -2.90], [3.98, 1.55, 4.49], [0.71, -1.65, -1.72], [-2.61, 1.82, 0.63], [-1.31, 1.86, 0.04], [0.72, -5.25, -1.02], [-1.20, -1.15, -3.19], [0.53, -3.89, -0.32], [4.90, 1.27, 5.66], [3.57, 1.48, -2.73], [-4.13, -1.69, -3.50], [-2.40, 2.27, -2.11], [-5.07, 1.77, -3.60], [-4.91, 2.64, -2.34], [-1.71, 1.54, 3.04], [-0.50, -4.06, 0.80], [-3.08, -2.80, -3.62], [-3.62, 3.00, 2.57], [0.03, -2.86, -1.34], [1.50, -0.07, 6.25], [1.86, -3.53, 0.34], [-3.72, 2.00, -0.18], [3.77, -3.10, 4.19], [2.23, 2.21, -2.82], [4.23, -1.68, 4.49], [-3.84, 0.50, 2.39], [5.50, 0.92, -1.48], [-4.59, -4.35, -3.59], [5.35, 3.49, -2.30], [-6.36, 1.51, -1.17], [-4.53, 3.19, 2.01], [3.40, 0.41, -2.73], [3.87, 3.81, -1.34], [-0.22, -5.63, -1.41], [-3.63, -3.27, -5.68], [2.64, -3.48, -0.42], [4.14, -1.50, 5.56], [1.86, 0.94, 6.45], [-2.29, -2.13, -5.53], [1.77, -2.57, 0.84], [2.02, 2.44, -3.88], [6.27, -0.71, 1.88], [-2.10, -0.28, 0.11], [5.27, -1.56, 4.20], [-5.62, 4.46, -3.29], [-3.35, -0.41, 2.07], [-0.63, -3.13, 1.34], [-2.30, 2.50, -3.17], [4.53, 2.09, 3.72], [-6.21, 3.20, -0.69], [0.11, 0.85, -4.00], [2.20, -0.78, 6.68], [-5.34, 0.76, -3.32], [3.97, -3.36, 3.16], [-4.31, -1.46, -2.45], [5.13, -0.17, 1.04], [4.17, 1.74, -3.63], [-4.07, 0.43, 3.45], [3.95, -2.16, 0.79], [-0.16, 3.00, -2.95], [-2.03, 1.65, 4.08], [5.27, 2.21, 6.09], [-4.62, 4.72, -1.85], [-5.07, -1.99, -3.96], [5.18, -0.12, -1.47], [-3.86, 4.24, -3.37], [2.70, -3.20, 4.37], [-4.14, 1.73, -4.16], [-3.92, -3.97, -2.00], [-1.47, -4.36, 0.42], [-3.79, -0.78, -3.99], [-0.96, 2.30, 2.82], [0.92, -1.32, 4.61], [-2.98, -4.92, -3.17], [-1.27, 0.56, 2.91], [5.34, 3.28, -0.53], [-2.03, -3.84, -5.19], [2.10, 4.08, 1.20], [-1.65, -0.48, -3.91], [1.42, -5.14, -1.85], [-4.69, 1.97, 0.29], [0.58, 0.39, 4.37], [-4.78, 0.58, 1.85], [6.16, 1.07, -2.36], [-7.05, 2.78, -2.18], [0.50, 3.19, -1.31], [0.55, -0.19, 6.77], [1.12, -5.98, -0.32], [1.64, 0.03, -3.61], [2.11, -4.29, 1.07], [-3.87, 2.96, 3.63], [0.15, 0.33, 1.50], [4.40, 0.72, 6.45], [6.07, 1.13, -0.58], [2.32, 3.15, -2.29], [-1.69, -1.67, -0.44], [3.43, -1.43, -0.45], [5.77, 0.70, 5.33], [-5.85, 2.18, -4.24], [1.49, 2.59, 1.36], [4.28, -3.81, 4.84], [-0.15, -4.81, 1.51], [-2.95, 3.85, 2.41], [2.69, 3.09, 2.35], [-0.32, -1.09, 1.39], [3.15, 2.19, 4.81], [-1.62, -4.12, -1.72]],
  "de_lowest_kcal_mol": 16.9,
  "e_lumo_ev": 2.2,
  "homo_ev": -4.39,
  "charge": -1
}